(1)
30
Properties=species:S:1:pos:R:3:forces:R:3 method="wB97M-V/def2-TZVPD" de_lowest_ev=0.285 charge=+1 max_force_ev_per_a=0.8
C -2.433 -0.516 1.622 -0.064 0.009 0.039
C -0.176 3.560 -0.403 -0.027 0.056 0.009
C -2.488 1.000 1.439 -0.151 0.083 0.085
C -1.355 3.046 0.422 -0.116 0.155 0.051
C -1.317 1.532 0.616 0.022 -0.024 -0.011
H -2.457 -1.017 0.640 -0.044 0.053 0.302
H -1.501 -0.801 2.140 -0.295 -0.004 -0.093
H -3.290 -0.872 2.219 0.410 0.026 -0.265
H 0.774 3.309 0.098 -0.223 0.154 -0.193
H -0.181 3.092 -1.402 0.056 0.217 0.246
H -0.230 4.655 -0.526 0.128 -0.471 -0.014
H -3.434 1.276 0.934 0.371 -0.060 0.290
H -2.481 1.492 2.431 -0.092 -0.165 -0.436
H -2.303 3.318 -0.081 0.363 -0.066 0.293
H -1.350 3.534 1.416 -0.096 -0.170 -0.429
H -0.370 1.258 1.120 -0.177 0.033 -0.134
H -1.323 1.042 -0.377 0.039 0.082 0.205
C 2.277 -1.667 -1.210 -0.018 0.019 0.008
N 3.218 -2.484 -1.691 0.251 -0.217 -0.128
N 1.274 -2.164 -0.496 -0.370 0.466 0.168
N 2.352 -0.353 -1.451 0.026 0.232 -0.051
C 1.116 -3.581 -0.186 -0.102 -0.438 0.130
H 3.163 -3.489 -1.508 0.208 0.782 -0.248
H 3.992 -2.105 -2.242 -0.534 -0.481 0.412
H 0.571 -1.510 -0.143 0.435 -0.426 -0.216
H 1.634 0.276 -1.085 0.602 -0.279 -0.344
H 3.128 0.023 -2.002 -0.701 -0.103 0.463
H 0.200 -3.704 0.417 0.512 0.056 -0.336
H 1.973 -3.963 0.393 -0.336 0.210 -0.103
H 1.016 -4.184 -1.105 -0.080 0.269 0.298

=====

(2)
120
Properties=species:S:1:pos:R:3:forces:R:3 method="wB97M-V/def2-TZVPD" spin_multiplicity=2 de_lowest_ev=5.308 charge=-2 max_force_ev_per_a=6.0
Ru 0.904 -1.029 0.219 0.840 2.578 1.066
O 3.019 -1.150 0.737 1.326 0.460 1.291
C 2.498 -0.140 1.160 -3.120 -3.714 -3.607
C 2.658 1.028 1.849 0.956 4.352 2.447
C 3.904 1.596 2.255 -1.187 -1.188 -0.734
C 3.918 2.833 2.832 -0.151 0.948 0.468
C 2.733 3.554 3.052 0.101 -0.613 -0.255
C 1.505 3.009 2.682 0.335 0.527 0.337
C 1.453 1.767 2.092 1.608 -1.329 -0.222
P 0.014 0.796 1.585 -0.955 -0.566 -0.126
C -1.080 2.219 1.201 0.122 0.072 -0.244
C -0.570 3.173 0.325 -0.075 -0.035 0.088
C -1.202 4.388 0.166 0.048 0.192 -0.134
C -2.374 4.657 0.854 -0.110 0.126 -0.002
C -2.917 3.692 1.683 -0.204 0.126 0.022
C -2.274 2.478 1.861 0.074 -0.164 0.049
C -0.699 0.231 3.138 0.726 0.451 0.518
C -1.822 -0.569 3.094 -0.014 0.189 0.026
C -2.434 -1.027 4.251 -0.196 -0.372 0.110
C -1.900 -0.647 5.498 -0.280 -0.079 -0.280
C -0.751 0.063 5.591 0.614 0.461 -0.211
C 0.090 0.338 4.397 -2.566 1.678 -0.162
H 4.813 1.039 2.076 0.101 -0.005 -0.037
H 4.862 3.276 3.128 0.009 -0.007 -0.008
H 2.773 4.528 3.520 0.020 0.041 -0.021
H 0.594 3.567 2.859 -0.049 -0.034 -0.022
H 0.340 2.946 -0.211 0.135 0.046 -0.155
H -0.770 5.138 -0.482 0.031 0.039 -0.125
H -2.859 5.619 0.746 -0.039 0.022 -0.022
H -3.837 3.899 2.216 -0.033 -0.048 0.011
H -2.683 1.744 2.539 0.001 -0.036 0.085
H -2.242 -0.794 2.119 -0.095 -0.105 -0.031
H -3.323 -1.640 4.210 -0.100 -0.012 -0.082
H -2.448 -0.899 6.398 -0.011 -0.083 0.148
H -0.335 0.341 6.549 -0.054 0.134 0.183
H 0.623 1.295 4.474 0.115 -0.475 0.060
O 1.229 -0.631 4.382 1.291 -3.381 -0.651
C 0.891 -1.823 3.846 0.847 2.388 -2.631
N 0.833 -2.009 2.522 0.944 1.336 1.668
C 0.312 -3.253 2.259 -0.494 -0.879 -3.062
O 0.091 -3.650 1.107 0.166 0.076 2.845
C 0.041 -3.905 3.532 -0.093 -0.350 2.378
C -0.516 -5.123 3.876 0.200 0.329 -0.641
C -0.679 -5.424 5.215 0.090 0.229 0.851
C -0.301 -4.508 6.209 -0.425 -0.884 -0.200
C 0.237 -3.283 5.888 0.533 0.831 -0.641
C 0.418 -2.968 4.541 -1.159 -2.843 0.824
H -0.816 -5.824 3.109 -0.009 -0.003 -0.098
H -1.099 -6.377 5.515 -0.005 0.041 -0.052
H -0.452 -4.774 7.249 0.017 0.015 -0.021
H 0.512 -2.574 6.658 -0.018 0.050 -0.041
C 5.137 0.858 -1.360 -0.067 -0.200 -0.099
C 5.263 0.805 -2.872 0.363 0.067 0.205
C 6.171 1.910 -3.408 -0.178 -0.159 -0.016
O 4.010 0.865 -3.533 -0.163 -0.069 -0.130
P 2.707 1.751 -3.236 -0.447 0.103 0.250
S 1.785 1.846 -4.970 0.015 0.051 0.096
S 1.717 1.183 -1.560 0.525 0.094 -1.054
O 3.435 3.191 -2.919 0.385 -0.505 -0.171
C 2.788 4.331 -2.386 -0.204 0.486 0.261
C 2.952 4.363 -0.867 0.084 -0.002 -0.237
C 1.325 4.434 -2.795 0.186 0.088 -0.123
H 6.119 0.763 -0.899 0.174 -0.028 0.017
H 4.499 0.046 -1.014 -0.015 0.013 0.078
H 4.691 1.803 -1.058 -0.032 0.074 0.089
H 5.667 -0.172 -3.177 -0.044 0.195 0.141
H 5.789 2.879 -3.098 -0.002 0.083 0.013
H 6.183 1.877 -4.496 0.039 0.013 -0.085
H 7.184 1.784 -3.033 0.170 -0.052 0.058
H 3.343 5.178 -2.826 -0.172 -0.136 0.151
H 2.511 3.471 -0.429 -0.029 -0.095 0.026
H 2.457 5.238 -0.453 -0.038 0.198 0.073
H 4.007 4.390 -0.602 0.135 0.012 0.063
H 0.787 3.561 -2.433 -0.179 0.029 -0.017
H 1.242 4.465 -3.879 -0.094 -0.010 0.001
H 0.886 5.334 -2.367 -0.026 0.164 0.083
C -0.879 -0.085 -4.005 -0.053 -0.034 0.053
C -1.237 -1.510 -3.594 -0.272 -0.073 0.375
C 0.090 -2.257 -3.559 0.110 0.111 0.213
C -2.145 -2.131 -4.654 -0.013 0.006 0.210
P -1.898 -1.375 -1.777 0.528 0.502 0.550
N -0.846 -1.011 -0.706 -1.092 -0.258 -0.598
C -2.803 -3.013 -1.292 0.070 0.345 -0.238
C -2.992 -3.038 0.223 0.103 0.156 0.149
C -4.132 -3.270 -1.992 0.106 0.066 0.071
C -1.817 -4.132 -1.606 0.128 0.079 -0.025
C -3.222 0.056 -1.806 0.170 -0.337 0.001
C -4.234 0.059 -2.947 0.137 -0.058 0.045
C -3.967 -0.030 -0.476 0.024 -0.069 0.040
C -2.453 1.377 -1.777 0.165 -0.009 0.032
H -0.161 -0.101 -4.823 0.027 -0.094 -0.014
H -0.396 0.419 -3.169 0.114 0.173 -0.115
H -1.735 0.492 -4.341 -0.146 0.081 -0.002
H 0.533 -2.257 -4.556 -0.016 0.053 -0.160
H 0.011 -3.285 -3.223 0.054 -0.094 0.045
H 0.768 -1.730 -2.889 0.049 -0.096 -0.118
H -1.682 -1.965 -5.630 0.057 -0.003 -0.105
H -3.132 -1.679 -4.679 -0.170 0.011 -0.027
H -2.248 -3.206 -4.521 -0.078 -0.151 0.014
H -3.849 -2.461 0.560 -0.028 0.125 0.024
H -2.085 -2.670 0.704 -0.092 0.065 0.013
H -3.142 -4.066 0.555 -0.055 -0.203 -0.025
H -4.898 -2.572 -1.662 -0.112 0.064 -0.026
H -4.478 -4.275 -1.743 -0.060 -0.174 0.028
H -4.035 -3.207 -3.071 -0.068 -0.012 -0.181
H -0.860 -3.888 -1.145 0.164 -0.149 -0.141
H -1.699 -4.285 -2.676 0.095 -0.017 -0.086
H -2.166 -5.071 -1.173 -0.116 -0.092 0.069
H -4.751 -0.892 -3.040 -0.108 -0.094 -0.056
H -3.762 0.293 -3.896 0.016 0.003 -0.142
H -4.984 0.828 -2.753 -0.106 0.123 0.022
H -4.725 -0.811 -0.479 -0.018 -0.130 0.087
H -4.472 0.916 -0.261 -0.034 0.085 -0.062
H -3.246 -0.212 0.319 -0.074 -0.021 0.156
H -2.174 1.726 -2.764 0.082 0.024 -0.114
H -1.548 1.241 -1.185 0.021 0.091 -0.108
H -3.055 2.159 -1.312 -0.149 0.070 0.112
S 3.185 -4.518 -1.886 1.038 -1.205 -0.480
C 2.266 -3.373 -1.265 -1.555 1.402 0.247
N 1.520 -2.538 -0.924 0.959 -1.214 -0.368